Version P
6
Properties=species:S:1:pos:R:3:lowdin_charge:R:1 method="wB97M-V/def2-TZVPD" e_homo_ha=-0.378 smiles="O=c1c(=O)n1Cl" charge=0 multiplicity=1
C 0.755 -0.504 -0.084 -0.05
Cl -2.658 -0.487 -0.006 0.65
C -0.148 0.674 -0.026 -0.61
O 1.489 -1.362 0.033 0.27
N -0.985 -0.342 0.050 -0.41
O -0.031 1.835 0.018 0.14

Version Q
6
Properties=species:S:1:pos:R:3:lowdin_charge:R:1 method="wB97M-V/def2-TZVPD" e_homo_ha=-0.428 smiles="O=C=NC(=O)Cl" charge=0 multiplicity=1
Cl 0.190 -0.562 -1.932 0.55
O -2.144 -0.488 1.166 0.18
N 0.036 0.464 0.627 0.16
C -1.107 0.003 0.750 -0.20
C 0.922 0.145 -0.341 -0.75
O 2.103 0.438 -0.271 0.06

Energetically preferred structure: version Q | next structure: +2.759 eV

Version P
15
Properties=species:S:1:pos:R:3:lowdin_charge:R:1 method="wB97M-V/def2-TZVPD" e_homo_ha=-0.341 charge=0 multiplicity=1
H 2.673 -2.767 -0.392 0.08
H -1.347 -1.365 1.073 0.05
H 1.611 -2.794 0.987 0.09
H -0.341 2.417 -1.510 0.07
N 1.740 -2.753 -0.019 0.04
N -0.234 -1.739 -0.378 -0.10
H -0.765 1.736 1.469 0.10
C -0.173 2.610 -0.452 -0.08
H 0.899 2.616 -0.256 0.07
N -1.446 0.542 0.031 0.06
O -0.581 -1.952 0.981 -0.09
N 0.850 -2.105 -0.763 -0.12
H -1.491 0.389 -0.974 0.06
C -0.830 1.570 0.397 -0.30
H -0.563 3.594 -0.195 0.07

Version Q
15
Properties=species:S:1:pos:R:3:lowdin_charge:R:1 method="wB97M-V/def2-TZVPD" e_homo_ha=-0.322 smiles="[H]/N=C(/N)N[C@H](N)O" charge=0 multiplicity=1
H -1.138 -2.232 1.127 0.09
H -0.949 -1.502 -1.273 0.12
N 0.392 1.708 -0.987 0.12
H -1.390 -0.956 2.173 0.09
H 0.934 2.460 -1.384 0.09
N 0.506 -0.355 0.065 0.08
C -1.060 -0.401 0.242 -0.48
O -1.522 -0.744 -1.011 -0.02
H 2.829 0.448 0.613 0.02
N -1.511 -1.294 1.230 0.08
H -1.373 0.626 0.458 0.14
H -0.306 1.309 -1.596 0.08
N 2.371 1.116 0.001 0.09
H 1.039 -0.982 0.650 0.11
C 1.177 0.798 -0.307 -0.61

Version R
15
Properties=species:S:1:pos:R:3:lowdin_charge:R:1 method="wB97M-V/def2-TZVPD" e_homo_ha=-0.295 smiles="C/C(=N/NN)ON" charge=0 multiplicity=1
H 1.991 0.516 1.784 0.09
O 0.155 0.506 1.070 -0.21
N 0.273 1.659 -2.453 -0.01
H 0.796 0.365 2.930 0.09
C -0.196 -0.567 0.096 -0.34
H 0.200 1.550 -0.170 0.18
H 0.770 0.909 -2.940 0.07
C -0.865 -1.773 0.645 -0.04
N -0.424 -0.075 -1.066 0.04
H -1.115 -2.427 -0.184 0.08
N -0.222 1.240 -1.208 -0.20
H -0.534 1.874 -3.032 0.06
N 1.126 0.034 2.022 0.05
H -1.774 -1.516 1.186 0.08
H -0.182 -2.293 1.322 0.07

Energetically preferred structure: version Q | next structure: +3.338 eV

Version P
107
Properties=species:S:1:pos:R:3:lowdin_charge:R:1 method="wB97M-V/def2-TZVPD" e_homo_ha=-0.388 charge=+1 multiplicity=1
H -3.673 3.966 -2.404 0.11
N 1.837 -1.063 3.996 -0.01
C 0.342 4.139 -2.551 -0.07
C 0.969 4.390 -3.766 -0.07
C 1.971 -1.410 -3.709 -0.06
N 3.718 -1.336 1.163 -0.01
O 1.872 -2.433 -0.658 -0.38
C -3.551 -1.883 -1.813 -0.07
C -4.759 2.408 2.169 -0.06
C -2.169 -1.820 -1.840 -0.31
H 1.286 0.858 4.511 0.10
H 5.090 -0.742 3.333 0.12
H -1.409 -4.866 -3.022 0.12
H 3.871 -2.190 1.690 0.11
H 2.496 1.403 -4.232 0.11
H 0.897 -1.436 4.075 0.08
H -4.526 -4.996 2.256 0.11
C -2.011 -4.028 -2.699 -0.03
N -0.050 -0.245 -2.018 -0.35
C -3.560 2.148 4.235 -0.06
H 2.229 3.604 -5.311 0.11
O -0.358 -1.958 0.097 -0.49
H -3.192 1.204 -5.641 0.11
C 2.880 -2.106 -4.490 -0.05
H 0.508 2.384 2.236 0.08
C -3.983 -4.071 2.121 -0.06
H -2.132 -0.407 -4.113 0.12
C 2.050 0.135 4.806 -0.22
C -2.675 1.278 3.616 -0.06
C 4.827 -0.392 1.248 -0.22
H -5.289 3.394 3.997 0.11
C 1.278 1.934 -2.543 -0.27
H 2.088 2.868 3.865 0.11
C 4.242 -1.975 -4.262 -0.06
S -1.430 -0.280 -1.358 0.93
H 4.141 0.211 -1.672 0.10
H -4.013 1.289 0.499 0.09
C 4.949 0.118 2.676 -0.17
C 3.796 2.250 2.708 -0.18
N -1.795 0.288 0.032 -0.35
C -2.751 2.101 -1.909 -0.08
H -3.881 -5.038 -2.981 0.11
H 0.851 5.352 -4.246 0.11
C -3.927 -1.785 1.385 -0.08
S -1.661 -0.196 1.590 0.83
H 0.907 -1.512 -3.873 0.10
H -5.245 -3.131 -2.206 0.11
H 0.012 2.704 -0.987 0.10
H 4.945 -2.524 -4.874 0.11
C -1.949 -2.806 2.328 -0.05
H -1.856 0.833 4.163 0.10
C -1.382 -2.866 -2.284 -0.05
H 1.611 2.372 1.002 0.04
H 4.540 2.805 3.296 0.13
N 1.474 2.204 1.993 -0.01
O 1.272 -2.665 1.671 -0.43
C -2.477 0.548 -3.739 -0.05
C 3.802 -0.445 -2.464 -0.08
H -3.977 3.392 -4.790 0.11
O 0.427 -4.267 0.037 -0.28
C -3.345 3.006 -2.780 -0.06
C -2.839 0.980 2.270 -0.29
H 5.851 0.736 2.774 0.13
C 4.705 -1.143 -3.252 -0.05
H -5.571 2.844 1.602 0.11
C -2.337 0.875 -2.395 -0.29
S 0.795 -2.894 0.248 0.28
H 2.528 3.974 2.580 0.12
C -2.651 -3.988 2.501 -0.04
H -0.270 4.901 -2.087 0.11
N 3.752 0.844 3.114 -0.20
H 5.778 -0.837 0.943 0.13
C -2.594 -1.721 1.759 -0.29
H -2.598 2.359 -0.872 0.09
H 5.767 -1.038 -3.077 0.11
H -3.438 2.380 5.284 0.11
H 3.564 1.636 5.072 0.13
C 0.498 2.911 -1.934 -0.09
N -0.419 -0.104 2.384 -0.32
H 2.522 -2.759 -5.275 0.11
H -0.303 -2.795 -2.273 0.10
C 2.432 2.912 2.830 -0.22
C -4.600 2.715 3.513 -0.06
C -4.166 -3.055 -2.226 -0.06
Tl 1.665 -0.379 1.670 0.91
S 1.370 0.374 -1.661 0.80
H -2.148 -4.850 2.916 0.12
C -3.510 2.686 -4.117 -0.06
C -3.881 1.536 1.543 -0.09
H -4.431 -0.925 0.965 0.10
C -3.072 1.457 -4.596 -0.05
H 4.185 0.008 4.996 0.12
H -5.663 -3.032 1.278 0.11
H -0.899 -2.736 2.578 0.09
N 1.849 0.645 -0.297 -0.31
H 2.491 -1.803 4.226 0.11
H -4.144 -1.038 -1.488 0.12
C 2.443 -0.595 -2.698 -0.34
C -3.397 -4.123 -2.665 -0.05
C 1.899 2.168 -3.757 -0.04
C 1.742 3.410 -4.364 -0.06
H 1.936 -0.050 5.878 0.12
C 3.453 0.682 4.546 -0.17
H 4.612 0.429 0.562 0.09
C -4.622 -2.970 1.567 -0.07
H 3.451 -1.631 0.216 0.06
H 4.112 2.290 1.662 0.12

Version Q
107
Properties=species:S:1:pos:R:3:lowdin_charge:R:1 method="wB97M-V/def2-TZVPD" e_homo_ha=-0.384 charge=+1 multiplicity=1
H 4.765 0.132 3.940 0.14
C -3.526 1.778 0.949 -0.07
H 3.368 2.096 4.227 0.13
H 3.279 2.685 -1.904 0.11
C 2.626 0.402 -4.307 -0.06
H -1.309 3.899 4.684 0.11
H -6.360 -0.017 1.349 0.11
H 2.617 -3.662 2.484 0.12
C 2.907 1.780 -2.364 -0.08
H 2.142 -2.615 6.240 0.13
C 0.136 4.947 1.812 -0.06
C -2.976 0.857 -2.257 -0.30
C 3.774 0.146 3.460 -0.17
H -1.694 1.877 3.284 0.13
H 3.872 0.543 2.447 0.13
O -0.730 -2.381 0.801 -0.46
C -5.124 -0.154 -2.063 -0.06
S -1.186 0.750 -2.099 0.83
C -0.865 1.074 -4.758 -0.06
H 2.785 0.227 -5.362 0.11
C 0.573 3.439 -4.608 -0.07
N 2.293 -1.873 -0.255 -0.18
H -0.543 1.183 -6.870 0.11
H -6.784 1.184 -2.211 0.11
H -5.738 -1.024 -1.894 0.12
H 2.636 -3.038 -2.689 0.11
C 1.748 -0.315 -2.201 -0.36
H -3.249 -1.226 -1.946 0.11
O 0.022 -3.326 2.841 -0.39
H 4.236 -1.803 5.093 0.14
H 0.109 -1.346 5.370 0.11
C -2.631 0.725 0.865 -0.28
S -0.892 1.204 0.631 0.82
H -3.173 2.797 0.887 0.12
H 3.269 -3.038 4.275 0.12
C 1.645 -3.472 -2.705 -0.10
C -3.547 2.103 -2.447 -0.07
C -0.373 1.653 -5.913 -0.06
H 2.799 -2.577 -0.788 0.06
H 2.041 0.980 -0.553 0.08
C 2.879 1.111 4.243 -0.21
H 0.027 -6.129 -4.035 0.11
H 4.882 -2.331 2.613 0.14
C -0.971 3.875 3.659 -0.07
H -5.385 3.178 -2.587 0.11
C -0.784 2.751 1.558 -0.32
H -4.722 -1.879 1.123 0.12
C -0.878 -4.620 -2.811 -0.05
N 1.549 1.155 3.651 0.00
C 1.445 -4.654 -3.402 -0.07
C -4.875 1.506 1.105 -0.06
C 3.927 -1.929 2.256 -0.17
H 1.551 1.687 2.787 0.07
H 3.605 2.303 -4.321 0.11
H -1.858 -5.073 -2.852 0.11
H -0.138 5.846 3.735 0.11
H 2.259 -0.860 6.118 0.10
C -0.623 1.679 -3.537 -0.30
H 4.129 -1.237 1.437 0.12
H -2.365 -1.387 0.709 0.06
C -4.409 -0.849 1.065 -0.04
C -5.710 1.089 -2.239 -0.07
Tl 0.767 -0.956 2.468 0.96
C -4.926 2.213 -2.444 -0.06
H -2.917 2.969 -2.584 0.12
H 0.577 -2.626 4.448 0.06
H 0.868 1.564 4.279 0.09
O -1.306 -1.341 2.904 -0.39
C -3.063 -0.583 0.859 -0.08
S -1.162 -2.694 2.186 0.30
C -1.201 2.752 2.882 -0.09
C -0.680 -3.445 -2.104 -0.07
S 0.727 -1.338 -1.122 1.11
H 0.229 3.315 -2.482 0.10
H -5.579 2.322 1.158 0.11
C 3.295 -1.989 4.561 -0.15
C -0.312 4.973 3.123 -0.07
C 0.183 -5.221 -3.471 -0.07
H 1.127 -3.061 0.915 0.09
H 1.140 4.356 -4.550 0.11
N -0.753 -0.671 -2.139 -0.39
C -5.312 0.192 1.196 -0.06
H 0.775 3.264 -6.730 0.11
C 1.933 -0.534 -3.555 -0.07
H 0.665 5.794 1.403 0.11
H 3.630 -3.681 1.014 0.14
C -0.098 3.829 1.027 -0.06
H -1.427 0.153 -4.777 0.12
C -3.745 -0.277 -2.080 -0.06
N 1.931 -2.424 0.998 -0.20
H 0.244 3.762 0.006 0.10
H -1.476 -2.965 -1.561 0.09
H 2.791 0.799 5.284 0.10
N 0.872 -1.712 4.814 0.00
C 3.099 1.563 -3.719 -0.09
N 0.359 0.468 1.015 -0.36
C 0.575 -2.863 -2.066 -0.35
C 0.077 2.864 -3.448 -0.08
N 3.242 -1.206 3.328 -0.21
H 2.277 -5.122 -3.904 0.11
C 2.127 -1.774 5.537 -0.20
O -2.372 -3.447 2.260 -0.25
C 3.045 -3.045 1.692 -0.16
H 1.529 -1.412 -4.035 0.11
C 2.234 0.839 -1.605 -0.10
C 0.360 2.828 -5.833 -0.07
N -0.822 1.739 -0.874 -0.35

Energetically preferred structure: version P | next structure: +1.623 eV